(1)
{
  "formula": "C4H5NO",
  "method": "wB97M-V/def2-TZVPD",
  "species": ["C", "C", "C", "O", "N", "C", "H", "H", "H", "H", "H"],
  "coordinates": [[-0.677012, -1.286287, 2.169440], [-0.378052, -1.565878, 1.012277], [-0.342852, -0.245007, 0.398486], [-0.949290, 0.662053, 0.984248], [0.453971, -0.098516, -0.671927], [0.418873, 1.127894, -1.409856], [-0.674532, -1.518894, 3.186048], [1.085059, -0.837729, -0.949099], [0.205597, 0.909158, -2.459100], [1.362025, 1.662444, -1.300317], [-0.397143, 1.720858, -0.992780]],
  "forces_ev_per_a": [[0.657, -3.777, 0.583], [-0.432, 0.585, 0.522], [0.337, 0.914, -0.238], [0.061, 0.786, -1.748], [-0.160, 0.035, -0.157], [0.102, 0.336, -0.248], [-0.387, 0.646, 1.469], [-0.487, 0.020, 0.098], [0.148, 0.198, 0.017], [-0.055, 0.211, -0.193], [0.216, 0.047, -0.105]],
  "lowdin_charge": [0.192, 0.010, -0.590, 0.005, 0.004, -0.073, 0.054, 0.142, 0.085, 0.085, 0.086],
  "largest_force_ev_per_a": 3.878,
  "multiplicity": 1,
  "relative_energy_kcal_mol": 91.78,
  "smiles": "C#CC(=O)NC",
  "homo_lumo_gap_ev": 9.38,
  "homo_ha": -0.3411
}

***

(2)
{
  "formula": "C44H43N4O4PSSiY",
  "method": "wB97M-V/def2-TZVPD",
  "species": ["Y", "O", "C", "O", "C", "C", "C", "C", "C", "N", "C", "O", "O", "H", "H", "H", "C", "C", "C", "C", "C", "C", "C", "P", "C", "C", "C", "C", "C", "C", "C", "C", "C", "C", "C", "C", "C", "C", "H", "H", "H", "H", "H", "H", "H", "H", "H", "H", "H", "H", "H", "H", "H", "H", "H", "H", "H", "H", "C", "C", "C", "C", "C", "C", "N", "N", "C", "C", "C", "C", "C", "N", "H", "H", "H", "H", "H", "H", "H", "H", "H", "S", "C", "C", "Si", "C", "C", "C", "H", "H", "H", "H", "H", "H", "H", "H", "H", "H", "H"],
  "coordinates": [[0.216081, -0.869951, 1.862310], [3.560232, -1.825785, -1.082362], [2.642683, -1.846280, -0.255813], [1.680702, -1.012372, -0.144400], [2.630931, -2.975103, 0.768509], [3.599301, -3.960462, 0.780176], [3.548186, -4.922920, 1.780835], [2.552956, -4.849555, 2.744739], [1.632616, -3.818718, 2.669450], [1.667045, -2.922687, 1.687147], [0.573120, -3.599751, 3.749705], [0.455290, -4.489584, 4.595252], [-0.042366, -2.490193, 3.665318], [4.367487, -3.944261, 0.018370], [4.287418, -5.716097, 1.816643], [2.469735, -5.553978, 3.560120], [1.836140, -0.510089, -3.379328], [0.470290, -0.448947, -4.018046], [0.228376, -1.191768, -5.171378], [-0.999470, -1.155904, -5.813078], [-2.019543, -0.365907, -5.303702], [-1.801329, 0.383657, -4.157461], [-0.564290, 0.355743, -3.515820], [-0.222676, 1.555717, -2.098330], [-1.937357, 2.065282, -1.722221], [-2.669593, 1.043434, -1.111550], [-3.948427, 1.282191, -0.638841], [-4.508626, 2.539882, -0.796785], [-3.774154, 3.564371, -1.385422], [-2.470960, 3.357588, -1.831878], [-1.662363, 4.519643, -2.365215], [1.019131, 2.531006, -3.009541], [1.019115, 2.893328, -4.350832], [2.086844, 3.613831, -4.868599], [3.159298, 3.951939, -4.049735], [3.175488, 3.560756, -2.716980], [2.105963, 2.850558, -2.188106], [1.995747, 2.356553, -0.756963], [2.219737, -1.528418, -3.372875], [1.827638, -0.164742, -2.350057], [2.552630, 0.105087, -3.936494], [1.024184, -1.810808, -5.569865], [-1.162648, -1.744550, -6.708455], [-2.985336, -0.332742, -5.790806], [-2.598700, 1.005264, -3.773442], [-2.227161, 0.052163, -1.001856], [-4.494010, 0.489286, -0.142954], [-5.515986, 2.733042, -0.448361], [-4.213126, 4.551845, -1.485378], [-2.274109, 5.419926, -2.432180], [-1.249284, 4.305114, -3.351309], [-0.817519, 4.718891, -1.698770], [0.187253, 2.608570, -4.988980], [2.082982, 3.908571, -5.910083], [3.993092, 4.512001, -4.458563], [4.027772, 3.797227, -2.089391], [2.372054, 3.088022, -0.041671], [2.559329, 1.425798, -0.618910], [-2.415771, -3.505494, -3.034311], [-3.486588, -3.187856, -2.198665], [-3.286221, -2.672017, -0.923746], [-1.974191, -2.429322, -0.426005], [-0.896850, -2.773319, -1.288308], [-1.121418, -3.302454, -2.546391], [-1.725295, -1.888862, 0.802299], [-2.873566, -1.879336, 1.617845], [-2.893063, -1.056102, 2.613426], [-4.054485, -1.078971, 3.482787], [-4.238076, -0.083891, 4.381775], [-3.269147, 0.971944, 4.494744], [-2.141138, 0.883571, 3.725453], [-1.894016, -0.099314, 2.828580], [-2.579267, -3.907990, -4.030507], [-4.502849, -3.348551, -2.554316], [-4.121218, -2.444598, -0.276990], [0.114272, -2.620160, -0.933603], [-0.272041, -3.573144, -3.170746], [-4.761060, -1.889050, 3.356935], [-5.121163, -0.076183, 5.013475], [-3.404284, 1.804061, 5.174764], [-1.369140, 1.646147, 3.810444], [-0.154033, 1.929581, 0.982722], [0.539600, 2.098783, -0.518180], [1.026740, 1.701920, 5.290573], [2.394145, 0.614036, 4.577287], [3.948750, 1.678200, 4.887387], [2.540746, -0.914934, 5.665386], [2.197351, 0.129979, 2.825041], [1.353285, 2.182402, 6.221170], [0.122311, 1.118373, 5.505348], [0.754943, 2.495353, 4.579140], [4.089445, 1.913703, 5.953369], [3.846439, 2.628610, 4.343597], [4.858813, 1.182256, 4.523262], [2.471482, -0.686633, 6.737368], [3.493226, -1.433554, 5.488019], [1.728134, -1.610079, 5.415165], [2.983585, -0.614137, 2.615964], [2.423803, 1.002337, 2.192657]],
  "forces_ev_per_a": [[-0.752, -1.413, -0.040], [-0.155, 0.009, 0.132], [-0.155, 0.267, -0.088], [-0.082, 0.035, 0.308], [-0.143, 0.115, 0.039], [0.114, -0.200, 0.018], [-0.081, 0.049, 0.017], [0.189, -0.168, -0.115], [-0.101, 0.160, -0.073], [0.097, 0.136, 0.024], [-0.149, 0.090, 0.114], [-0.028, 0.191, -0.081], [0.235, 0.193, -0.393], [-0.050, 0.015, 0.024], [-0.006, 0.026, 0.002], [-0.018, 0.019, 0.005], [-0.190, 0.142, -0.254], [0.129, 0.086, 0.088], [-0.071, 0.085, -0.017], [-0.027, 0.087, 0.041], [0.112, -0.019, -0.047], [-0.009, 0.061, 0.032], [0.340, -0.472, 0.543], [-0.449, 0.863, -0.393], [0.013, 0.241, -0.054], [0.295, -0.072, -0.188], [-0.149, 0.004, 0.067], [0.117, 0.045, -0.058], [0.047, -0.087, 0.005], [0.097, -0.038, -0.030], [-0.024, -0.284, 0.099], [-0.069, 0.431, 0.187], [-0.087, -0.022, -0.048], [-0.048, -0.020, 0.057], [-0.012, -0.044, -0.002], [0.055, -0.095, -0.019], [-0.016, -0.124, 0.157], [-0.055, 0.382, -0.550], [-0.020, -0.027, 0.096], [0.025, -0.128, 0.166], [-0.078, 0.000, 0.000], [0.018, -0.031, 0.044], [0.002, -0.023, 0.032], [-0.026, -0.015, 0.015], [0.004, -0.076, 0.010], [-0.158, 0.095, 0.058], [0.068, -0.039, -0.007], [0.011, 0.005, 0.026], [0.023, -0.006, 0.012], [0.005, -0.021, 0.016], [0.006, 0.024, -0.031], [-0.027, 0.028, -0.048], [0.063, 0.005, 0.036], [0.009, 0.009, -0.022], [-0.025, -0.014, 0.023], [-0.032, 0.005, 0.003], [-0.011, -0.004, 0.049], [0.073, -0.023, 0.009], [-0.066, -0.046, 0.025], [0.195, 0.045, 0.079], [0.066, -0.065, -0.236], [-0.139, 0.015, 0.301], [-0.153, -0.020, -0.102], [-0.030, 0.083, 0.038], [0.312, 0.319, -0.057], [-0.074, -0.500, -0.322], [0.187, 0.326, -0.451], [0.046, 0.408, 0.290], [0.181, 0.088, -0.123], [-0.123, -0.028, 0.020], [-0.129, -0.310, -0.253], [0.288, -0.050, 0.307], [0.009, 0.035, 0.092], [0.042, 0.025, 0.062], [0.006, -0.001, -0.013], [-0.005, -0.003, -0.020], [-0.020, 0.077, 0.077], [0.046, -0.001, -0.018], [0.008, -0.011, 0.025], [0.010, -0.073, 0.006], [-0.039, -0.083, -0.011], [-0.132, 0.435, -0.277], [0.141, -1.387, 0.143], [-0.275, 0.022, -0.082], [0.311, 0.055, -0.020], [0.155, 0.062, 0.067], [-0.043, -0.191, 0.082], [0.434, 0.433, 0.471], [-0.012, -0.072, -0.073], [0.118, 0.120, -0.043], [0.029, -0.118, 0.129], [-0.021, -0.030, -0.154], [0.048, -0.131, 0.078], [-0.139, 0.067, 0.038], [0.038, 0.001, -0.140], [-0.140, 0.066, 0.017], [0.122, 0.087, 0.082], [-0.045, -0.036, -0.004], [-0.048, -0.046, -0.022]],
  "lowdin_charge": [1.385, 0.004, -0.614, -0.160, -0.181, -0.008, -0.057, -0.004, -0.163, 0.102, -0.626, 0.003, -0.120, 0.108, 0.096, 0.110, -0.036, -0.259, -0.059, -0.092, -0.090, -0.075, -0.227, 1.125, -0.317, -0.096, -0.052, -0.079, -0.062, -0.261, -0.044, -0.266, -0.080, -0.095, -0.094, -0.035, -0.214, -0.209, 0.083, 0.039, 0.093, 0.111, 0.095, 0.096, 0.099, 0.097, 0.110, 0.096, 0.098, 0.069, 0.064, 0.084, 0.112, 0.093, 0.094, 0.112, 0.119, 0.119, -0.167, -0.143, -0.070, -0.341, -0.052, -0.138, -0.138, -0.005, -0.420, -0.058, -0.140, -0.142, -0.226, -0.057, 0.070, 0.080, 0.073, 0.074, 0.089, 0.087, 0.078, 0.065, 0.065, 0.667, -0.809, -0.203, 0.353, -0.222, -0.189, -0.403, 0.016, 0.018, 0.019, 0.007, 0.013, 0.011, 0.019, 0.023, 0.014, -0.018, -0.045],
  "largest_force_ev_per_a": 1.601,
  "multiplicity": 2,
  "relative_energy_kcal_mol": 0.00,
  "total_charge": -2,
  "homo_lumo_gap_ev": [4.13, 3.51],
  "s2": 0.758,
  "homo_ha": [-0.0110, -0.0110]
}